Entry 1:
Formula: C13H30O4PS2
Source: OMol25
Level of theory: ωB97M-V/def2-TZVPD

Element x y z (Å)
C 0.688 2.000 3.375
S -0.771 1.989 2.297
P -2.554 1.507 3.544
S -4.131 2.128 2.708
H 1.351 2.741 2.939
H 1.167 1.027 3.362
H 0.362 2.277 4.374
H -0.636 0.825 1.643
H -2.390 0.132 3.759
H -2.100 2.113 4.724
C 2.327 2.056 -1.631
C 1.383 2.510 -0.569
O 1.448 2.071 0.573
C 0.333 3.544 -0.935
H 3.033 1.322 -1.256
H 1.765 1.628 -2.463
H 2.873 2.917 -2.022
H -0.352 3.139 -1.680
H 0.782 4.444 -1.355
H -0.182 3.782 -0.011
C 5.885 -1.745 -3.462
C 5.581 -0.834 -2.306
O 4.663 -0.040 -2.337
C 6.479 -0.950 -1.100
H 5.182 -1.575 -4.273
H 6.903 -1.571 -3.815
H 5.814 -2.787 -3.149
H 7.512 -0.748 -1.385
H 6.443 -1.967 -0.706
H 6.168 -0.246 -0.331
C 1.811 -2.414 -4.030
C 2.586 -3.634 -3.592
O 3.641 -3.930 -4.101
C 1.980 -4.461 -2.484
H 2.344 -1.903 -4.828
H 0.819 -2.705 -4.378
H 1.685 -1.734 -3.184
H 0.995 -4.824 -2.784
H 1.848 -3.848 -1.590
H 2.625 -5.305 -2.257
C -7.294 0.181 3.722
C -8.781 -0.013 3.937
O -9.198 -0.653 4.870
C -9.701 0.634 2.931
H -6.750 -0.332 4.512
H -7.001 -0.221 2.750
H -7.048 1.244 3.735
H -9.490 0.252 1.930
H -9.538 1.714 2.913
H -10.735 0.426 3.191

Computed properties:
Net charge: +1
Multiplicity: 1
Frontier orbital gap in eV: 7.446

---

Entry 2:
Formula: C40H39BN11O3RuS
Source: OMol25
Level of theory: ωB97M-V/def2-TZVPD

Element x y z (Å)
Ru -0.475 0.279 -0.706
C 0.895 -1.600 2.165
C 0.285 -0.281 2.479
C 0.298 0.415 3.694
C -0.356 1.600 3.436
N -0.752 1.594 2.153
N -0.346 0.451 1.563
B -1.404 2.700 1.296
N -0.296 3.247 0.390
C 0.452 4.346 0.591
C 1.359 4.440 -0.439
C 1.117 3.318 -1.242
C 1.790 2.941 -2.510
N 0.120 2.615 -0.715
N -2.551 2.024 0.485
C -3.862 2.285 0.614
C -4.565 1.401 -0.172
C -3.593 0.595 -0.771
C -3.798 -0.535 -1.719
N -2.391 0.991 -0.355
N -2.013 3.855 2.057
C -2.694 3.916 3.227
C -3.320 5.137 3.295
C -2.974 5.780 2.091
C -3.418 7.107 1.582
N -2.201 4.997 1.367
H 0.469 -2.379 2.794
H 0.719 -1.852 1.120
H 1.968 -1.571 2.345
H 0.740 0.095 4.615
H -0.544 2.429 4.087
H 0.286 4.996 1.426
H 2.097 5.200 -0.592
H 1.930 3.821 -3.132
H 2.769 2.507 -2.315
H 1.179 2.224 -3.051
H -4.235 3.066 1.245
H -5.628 1.334 -0.288
H -4.246 -0.177 -2.646
H -2.839 -0.994 -1.956
H -4.466 -1.281 -1.285
H -2.706 3.099 3.919
H -3.931 5.524 4.084
H -3.621 7.794 2.400
H -2.652 7.520 0.931
H -4.331 6.990 0.998
C 5.156 0.463 0.257
C 3.990 0.695 0.974
C 2.760 0.483 0.395
C 2.652 -0.011 -0.917
C 3.846 -0.241 -1.634
C 5.070 0.000 -1.050
N 1.430 -0.192 -1.484
N 1.394 -0.584 -2.738
C 0.328 -0.180 -3.432
C 0.283 -0.310 -4.830
C -0.746 0.275 -5.536
C -1.741 0.984 -4.875
C -1.726 1.077 -3.484
C -0.737 0.478 -2.727
H 6.119 0.666 0.701
H 4.046 1.059 1.992
H 1.860 0.739 0.931
H 3.773 -0.598 -2.649
H 5.972 -0.161 -1.622
H 1.099 -0.804 -5.327
H -0.762 0.199 -6.611
H -2.529 1.464 -5.439
H -2.511 1.642 -2.996
O 5.745 -5.086 3.732
C 4.788 -5.802 3.107
O 4.554 -6.927 3.464
C 4.053 -5.145 1.999
C 2.905 -5.797 1.535
C 2.171 -5.290 0.492
C 2.572 -4.104 -0.138
S 1.717 -3.494 -1.494
C 3.710 -3.437 0.335
C 4.438 -3.950 1.384
H 5.842 -4.195 3.374
H 2.624 -6.724 2.012
H 1.293 -5.807 0.136
H 4.013 -2.520 -0.147
H 5.331 -3.416 1.685
O -0.967 -2.059 -0.283
N -1.855 -2.965 -0.480
C -2.902 -3.108 0.374
C -3.818 -4.118 0.215
C -3.697 -5.013 -0.844
C -2.652 -4.819 -1.742
C -1.759 -3.796 -1.550
H -2.946 -2.396 1.185
H -4.626 -4.218 0.924
H -4.382 -5.837 -0.956
H -2.530 -5.477 -2.587
H -0.912 -3.606 -2.189

Computed properties:
Net charge: 0
Multiplicity: 6
Frontier orbital gap (spin up / spin down) in eV: 5.599 / 5.121
Energy relative to the best compared isomer or geometry (same formula, charge and spin) in eV: 0.3416

---

Entry 3:
Formula: C20H41CuO19V
Source: OMol25
Level of theory: ωB97M-V/def2-TZVPD

Element x y z (Å)
V -16.440 -21.394 3.059
Cu -16.666 -18.210 3.966
C -17.872 -17.230 1.643
C -17.630 -18.624 1.153
O -17.041 -19.475 2.119
H -18.550 -17.237 2.511
H -18.311 -16.486 0.990
H -16.926 -16.859 2.075
H -17.012 -18.627 0.250
H -18.605 -19.072 0.933
C -15.383 -20.389 -1.910
O -15.392 -21.106 -3.116
C -14.208 -21.244 -3.733
O -13.172 -20.884 -3.239
O -14.385 -21.894 -4.849
C -13.221 -22.146 -5.637
H -14.670 -20.823 -1.200
H -16.384 -20.397 -1.500
H -15.046 -19.363 -2.081
H -12.662 -22.931 -5.131
H -12.645 -21.245 -5.843
H -13.496 -22.493 -6.631
C -18.801 -21.721 -0.735
O -17.904 -22.846 -0.891
C -17.209 -23.193 0.152
O -17.143 -22.567 1.198
O -16.656 -24.354 -0.112
C -15.787 -24.927 0.883
H -19.576 -21.994 -0.015
H -19.306 -21.599 -1.685
H -18.236 -20.853 -0.418
H -16.399 -25.379 1.661
H -15.105 -24.176 1.284
H -15.206 -25.666 0.340
C -20.546 -17.896 -1.408
O -19.916 -17.534 -2.645
C -19.109 -18.381 -3.239
O -18.871 -19.524 -2.894
O -18.714 -17.862 -4.376
C -17.643 -18.473 -5.084
H -20.495 -17.085 -0.687
H -20.078 -18.781 -0.980
H -21.574 -18.087 -1.709
H -16.779 -18.512 -4.414
H -17.410 -17.872 -5.954
H -17.794 -19.516 -5.364
C -25.825 -14.283 1.793
O -24.408 -14.151 1.901
C -23.658 -15.210 2.128
O -23.936 -16.359 2.290
O -22.371 -14.718 2.157
C -21.342 -15.638 1.906
H -26.135 -14.871 0.928
H -26.165 -13.280 1.541
H -26.275 -14.624 2.720
H -21.098 -16.208 2.811
H -20.437 -15.108 1.614
H -21.671 -16.358 1.152
C -13.840 -18.331 1.716
O -13.178 -19.408 1.064
C -13.514 -20.641 1.265
O -14.413 -21.071 1.998
O -12.590 -21.410 0.723
C -12.664 -22.820 0.775
H -14.394 -17.769 0.965
H -13.103 -17.627 2.101
H -14.474 -18.630 2.547
H -13.229 -23.150 -0.103
H -13.305 -23.161 1.597
H -11.727 -23.359 0.844
C -16.562 -14.871 -0.620
O -16.397 -14.007 0.493
C -16.870 -12.769 0.358
O -17.142 -12.208 -0.662
O -16.867 -12.218 1.581
C -17.466 -10.935 1.652
H -17.490 -15.422 -0.454
H -15.753 -15.588 -0.734
H -16.721 -14.353 -1.564
H -17.626 -10.645 2.685
H -18.423 -10.917 1.126
H -16.925 -10.122 1.162

Computed properties:
Net charge: +2
Multiplicity: 4
Frontier orbital gap (spin up / spin down) in eV: 5.546 / 5.597
Energy relative to the best compared isomer or geometry (same formula, charge and spin) in eV: 1.7510

---

Entry 4:
Formula: C24H21ClN4O5PdS
Source: OMol25
Level of theory: ωB97M-V/def2-TZVPD

Element x y z (Å)
Pd 1.488 0.908 -0.035
O -2.487 -2.473 -1.415
C -1.661 -3.205 -2.185
C -2.242 -4.035 -3.140
C -1.456 -4.827 -3.953
C -0.069 -4.807 -3.829
C 0.515 -3.978 -2.896
C -0.257 -3.157 -2.065
C 0.383 -2.287 -1.091
O 1.777 -2.285 -1.021
N -0.282 -1.646 -0.192
N 0.380 -0.820 0.651
C -0.143 -0.787 1.889
C 0.346 -0.047 2.982
C -0.414 -0.041 4.167
C 0.029 0.566 5.327
C 1.272 1.224 5.397
C 2.043 1.270 4.265
C 1.634 0.679 3.034
O 2.389 0.806 2.013
H -1.939 -1.989 -0.758
H -3.321 -4.043 -3.215
H -1.926 -5.470 -4.686
H 0.547 -5.436 -4.457
H 1.591 -3.954 -2.793
H -1.005 -1.422 2.070
H -1.374 -0.541 4.165
H -0.601 0.530 6.207
H 1.602 1.682 6.319
H 3.007 1.763 4.256
C 2.949 -0.505 -3.833
O 2.125 -1.334 -2.993
C 2.503 -1.389 -1.725
O 3.418 -0.785 -1.234
H 2.388 -0.374 -4.752
H 3.888 -1.018 -4.032
H 3.154 0.450 -3.356
Cl 2.306 2.870 -1.909
C 0.958 1.656 -1.924
H 1.046 1.070 -2.831
H 0.028 2.216 -1.928
N 1.755 3.707 1.847
C 0.475 3.446 1.544
N 0.082 2.384 0.902
C -1.300 2.365 0.740
C -2.029 1.370 0.097
C -3.403 1.506 0.010
C -4.054 2.615 0.552
C -3.338 3.612 1.192
C -1.962 3.470 1.280
S -0.801 4.542 2.023
H 2.434 2.963 1.752
H 2.014 4.564 2.295
H -1.518 0.515 -0.325
H -3.979 0.737 -0.487
H -5.130 2.698 0.472
H -3.838 4.474 1.613

Computed properties:
Net charge: 0
Multiplicity: 5
Frontier orbital gap (spin up / spin down) in eV: 5.628 / 5.855
Energy relative to the best compared isomer or geometry (same formula, charge and spin) in eV: 0.4230